(1)
65
Properties=species:S:1:pos:R:3 method="wB97M-V/def2-TZVPD" total_charge=-1 lumo_ev=2.1625
Na 0.13419 -0.20409 -0.03041
O -0.40528 3.73296 -0.56795
C 0.08570 2.63602 -0.23581
N -0.38844 1.71103 0.57682
C -1.72592 1.90672 1.06406
C -2.47207 0.60316 1.23664
C -3.78538 0.61608 1.71437
C -4.47702 -0.57270 1.83107
C -3.84335 -1.75759 1.47400
C -2.53751 -1.68242 1.02562
N -1.86618 -0.53712 0.91391
C 1.44486 2.26453 -0.80548
C 2.38214 3.26035 -1.06608
C 3.60247 2.90805 -1.61188
C 3.84026 1.57461 -1.92237
C 2.84524 0.65310 -1.64499
N 1.68491 0.98101 -1.08380
H -2.29530 2.54951 0.38038
H -1.72740 2.42020 2.04086
H -4.24563 1.56135 1.97637
H -5.49868 -0.58211 2.19227
H -4.34859 -2.71183 1.54026
H -1.99185 -2.57846 0.74335
H 2.12589 4.28633 -0.83963
H 4.35729 3.66098 -1.80482
H 4.77335 1.25723 -2.36871
H 2.97321 -0.39914 -1.88097
Se 1.06403 -2.78676 -0.07700
P 0.11422 -2.54576 -1.99158
Se -0.84736 -0.73945 -2.58554
C -1.08624 -3.93535 -2.10097
C -2.44523 -3.70548 -2.26349
C -3.33751 -4.77074 -2.24941
C -2.87132 -6.06626 -2.08812
C -1.50955 -6.30012 -1.94312
C -0.61996 -5.23882 -1.94165
C 1.34319 -2.94768 -3.29951
C 2.68941 -3.12697 -3.01297
C 3.60057 -3.33380 -4.04173
C 3.16623 -3.37543 -5.35709
C 1.81617 -3.21805 -5.64561
C 0.90895 -2.99903 -4.62292
H -2.79279 -2.68808 -2.39470
H -4.39871 -4.58596 -2.36580
H -3.56833 -6.89593 -2.07069
H -1.14420 -7.31256 -1.81809
H 0.44101 -5.40887 -1.80255
H 3.01750 -3.10482 -1.98092
H 4.65166 -3.46436 -3.81348
H 3.87771 -3.52571 -6.16040
H 1.47445 -3.25300 -6.67312
H -0.14193 -2.84735 -4.83837
C 1.91362 0.29765 4.94537
Sb 1.16675 0.64883 2.90609
C 3.16889 0.62054 2.11123
C 1.15095 2.77512 3.25282
H 2.72617 0.98498 5.18941
H 2.27724 -0.72664 5.04727
H 1.10463 0.44392 5.66400
H 3.80821 1.30656 2.66755
H 3.15412 0.90907 1.06127
H 3.56479 -0.39221 2.18929
H 2.11419 3.09758 3.64864
H 0.36691 3.01985 3.97085
H 0.93913 3.29131 2.31744

(2)
22
Properties=species:S:1:pos:R:3 method="wB97M-V/def2-TZVPD" total_charge=+1 lumo_ev=-4.3475
C -1.48134 -0.61782 -0.93054
C -2.64054 0.78114 1.02975
C -0.78684 -1.03350 1.05732
C 1.87835 1.56942 -0.74918
C 2.86556 -0.64580 -0.40739
C -1.40607 0.20628 0.33823
N 1.79367 0.31437 -0.91199
O -0.51718 -0.61559 -1.67291
H -3.48824 0.11475 0.96288
H -2.52387 1.04764 2.05917
H -2.91501 1.57777 0.33055
H -0.02178 -1.55279 0.41890
H -0.07088 -0.75728 1.88994
H -1.58010 -1.68295 1.47770
H -2.34225 -1.20412 -1.09108
H 2.71599 2.19458 -0.16849
H 1.22465 2.17149 -1.34934
H 2.29917 -1.40808 -0.02057
H 3.70100 -0.36074 0.18229
H 3.19147 -0.98101 -1.35963
H -0.71921 1.01404 0.13860
H 0.82345 -0.13182 -1.22421

(3)
96
Properties=species:S:1:pos:R:3 method="wB97M-V/def2-TZVPD" total_charge=0 smiles="CCCCCCCCCCCCCCCCCCNCCO[C@@H](N=C=O)P(C)O.CCCCCC" lumo_ev=0.5670
C 0.14460 -1.53466 -1.44567
C 0.45747 -0.64548 -2.67715
C -0.01169 0.81099 -2.40936
C 0.84047 1.77964 -3.27176
C 2.14943 2.29996 -2.58988
C 2.56547 1.53671 -1.31819
C 3.92887 2.08852 -0.82500
C 4.53316 1.22846 0.30428
C 3.57315 1.11235 1.50170
C 3.23890 2.46073 2.17808
C 2.77337 2.24541 3.64004
C 1.58737 1.28353 3.75129
C 0.20799 1.92110 3.39970
C -0.50560 1.27989 2.17426
C -1.74454 0.39864 2.54045
C -1.44215 -1.10131 2.29606
C -2.23410 -1.74153 1.13531
C -1.57019 -2.99356 0.54019
N -1.40225 -4.10128 1.48947
C -0.12304 -4.06251 2.19428
C 1.14042 -4.21984 1.30622
O 1.68025 -2.98786 0.81963
C 2.70968 -2.46198 1.60192
N 2.33851 -2.24108 3.01997
C 2.84180 -3.00861 3.84704
O 3.04000 -3.85512 4.63579
P 4.33591 -3.43429 1.41750
C 5.60166 -2.12976 1.06657
O 4.13192 -4.32802 0.02981
H -0.86929 -1.29221 -1.09104
H 0.21498 -2.60150 -1.69024
H 0.83354 -1.28948 -0.62403
H 1.53971 -0.67451 -2.85764
H -0.05945 -1.04076 -3.56111
H -0.03381 1.06339 -1.34286
H -1.05408 0.86669 -2.76304
H 1.08557 1.26609 -4.21183
H 0.21463 2.63727 -3.56403
H 2.96428 2.15865 -3.31424
H 2.04135 3.36331 -2.34510
H 2.65569 0.45216 -1.47167
H 1.85088 1.68842 -0.49506
H 4.62431 2.02658 -1.67789
H 3.79782 3.13474 -0.51867
H 4.66609 0.21189 -0.10695
H 5.53765 1.56651 0.59699
H 4.04182 0.46565 2.26513
H 2.64838 0.61501 1.17478
H 2.47282 2.99480 1.59489
H 4.15265 3.07477 2.18624
H 3.63991 1.82518 4.17784
H 2.58564 3.23782 4.07423
H 1.72557 0.37717 3.14746
H 1.55032 0.93793 4.79677
H -0.41922 1.87217 4.29966
H 0.33824 2.99468 3.18983
H 0.22801 0.72663 1.57205
H -0.88527 2.11514 1.56446
H -1.88134 0.52219 3.62266
H -2.63815 0.71146 1.98993
H -0.37375 -1.24416 2.07088
H -1.64142 -1.70853 3.19327
H -2.25234 -0.99565 0.31605
H -3.29173 -1.91524 1.38277
H -2.24907 -3.35599 -0.25003
H -0.64580 -2.68389 0.02463
H -1.42864 -4.97291 0.97054
H -0.12070 -4.92100 2.88866
H 0.00646 -3.17453 2.81877
H 0.86336 -4.82800 0.43096
H 1.88697 -4.81221 1.86324
H 2.92289 -1.46505 1.18025
H 5.26254 -1.42746 0.28624
H 5.83280 -1.56004 1.97413
H 6.51045 -2.60926 0.68526
H 4.46448 -5.21297 0.22042
C -6.95880 3.58477 -3.42901
C -5.60740 3.33093 -2.76798
C -4.68999 2.43519 -3.60052
C -5.21890 1.02063 -3.84692
C -5.52562 0.22005 -2.58124
C -4.29546 -0.02048 -1.71300
H -7.51969 2.65955 -3.57117
H -7.56827 4.24480 -2.80904
H -6.83117 4.06129 -4.40333
H -5.75907 2.90333 -1.77289
H -5.10759 4.29122 -2.61403
H -3.71244 2.38100 -3.11152
H -4.51154 2.91362 -4.56913
H -4.48176 0.47449 -4.44479
H -6.12274 1.07054 -4.46110
H -5.94218 -0.74708 -2.87655
H -6.29996 0.71869 -1.99202
H -3.52956 -0.56611 -2.26954
H -4.55916 -0.61237 -0.83413
H -3.86130 0.91598 -1.35822

Kohn-Sham gap across the listed records, respectively: 7.120 9.895 8.950 eV.